Entry from the OMol25 dataset: C31H40BF4GeMoN6 as an isolated structure (the ωB97M-V functional and the def2-TZVPD basis).

Structure (XYZ):
```
84
Properties=species:S:1:pos:R:3:forces:R:3
Mo 0.316670 -0.421052 -0.765341 0.0 -0.5 -0.8
C 3.595466 -0.653957 -3.840116 0.0 -0.1 0.0
N 3.321816 0.702571 -3.376365 0.1 -0.1 0.0
C 4.407132 1.684727 -3.271827 0.0 0.0 0.0
C 3.990399 2.537656 -2.069004 0.0 0.0 0.0
N 2.602276 2.137322 -1.855954 -0.1 0.1 0.0
C 1.659536 3.047655 -1.239173 0.0 0.0 0.1
C 2.285574 1.054857 -2.591552 0.1 0.0 0.0
N 1.102288 0.457843 -2.516321 0.0 -0.1 0.0
C 0.635088 -0.315787 -3.682767 -0.1 0.0 0.0
C -0.849493 -0.563325 -3.500863 0.0 0.0 0.0
N -1.018203 -1.148373 -2.164105 0.1 0.2 0.0
C -2.060310 -1.876952 -1.816748 0.0 -0.1 0.2
N -2.120486 -2.458307 -0.592864 0.0 -0.1 0.0
C -0.953755 -2.708921 0.226666 0.1 0.2 0.0
C -3.190829 -3.451751 -0.564827 0.0 0.0 0.0
C -4.079808 -2.988171 -1.708547 0.0 0.0 0.0
N -3.168397 -2.181076 -2.525859 -0.1 0.1 -0.1
C -3.757516 -1.397044 -3.606394 0.0 0.0 0.0
H 4.672459 -0.805456 -3.831845 0.0 0.0 0.0
H 3.235980 -0.821291 -4.855362 0.0 0.0 0.0
H 3.157365 -1.384487 -3.163428 0.0 0.0 0.0
H 4.484494 2.269382 -4.189201 0.0 0.0 0.0
H 5.355193 1.177469 -3.107205 0.0 0.0 0.0
H 4.042813 3.604927 -2.278666 0.0 0.0 0.0
H 4.590164 2.332476 -1.180044 0.0 0.0 0.0
H 1.716744 4.028204 -1.716913 0.0 0.0 0.0
H 1.887737 3.161801 -0.176897 0.0 0.0 0.0
H 0.654833 2.650887 -1.342374 0.0 0.0 0.0
H 1.125045 -1.288759 -3.761707 0.0 0.0 0.0
H 0.812096 0.233494 -4.610714 0.0 0.0 0.0
H -1.200031 -1.237359 -4.283222 0.0 0.0 0.0
H -1.380746 0.388664 -3.584338 0.0 0.0 0.0
H -0.220464 -3.366690 -0.239434 0.0 0.0 -0.1
H -1.292434 -3.151742 1.162310 0.0 -0.1 0.0
H -0.472382 -1.789573 0.624584 -0.1 0.1 0.1
H -3.694569 -3.442526 0.399750 0.0 0.0 0.0
H -2.784019 -4.451318 -0.743935 0.0 0.0 0.0
H -4.902127 -2.361526 -1.351685 0.0 0.0 0.0
H -4.493580 -3.811717 -2.286180 0.0 0.0 0.0
H -4.833982 -1.352990 -3.448274 0.0 0.0 0.0
H -3.576271 -1.854446 -4.578178 0.0 0.0 0.0
H -3.386982 -0.377569 -3.609839 0.0 0.0 0.0
F 1.946255 -4.080456 -0.758325 0.1 0.1 0.0
B 2.463274 -2.949277 -0.169415 -0.1 -0.1 0.1
F 1.851680 -2.665266 1.045942 0.0 0.0 -0.1
F 3.821938 -2.871921 -0.132066 0.0 0.0 0.0
F 2.016556 -1.789475 -1.089393 -0.1 0.0 0.2
C -0.820281 0.777638 0.016742 -0.2 0.3 0.2
Ge -0.609818 1.024527 1.959405 0.0 0.2 0.2
C -1.641205 -0.428456 2.762239 0.1 0.0 0.0
C -1.029643 -1.403839 3.548540 0.0 0.0 0.0
C -1.754573 -2.492553 4.019668 0.0 0.0 0.0
C -3.101225 -2.618634 3.704751 0.0 0.0 0.0
C -3.722269 -1.652253 2.921159 0.0 0.0 0.0
C -2.995566 -0.565949 2.452373 0.0 0.0 0.0
C -1.247202 2.772244 2.538996 0.0 -0.2 -0.1
C -2.248331 2.881144 3.501190 0.0 0.0 0.0
C -2.684289 4.129980 3.926560 0.0 0.0 0.0
C -2.121465 5.279832 3.391035 0.0 0.0 0.0
C -1.121457 5.182147 2.431552 0.0 0.0 0.0
C -0.687709 3.934350 2.008973 0.0 0.0 0.0
C 1.291345 0.741124 2.271194 -0.1 0.0 -0.1
C 2.118818 0.445996 1.189583 0.1 0.0 0.1
C 3.441804 0.068360 1.362180 0.0 0.0 -0.1
C 3.969148 0.007151 2.641939 0.0 0.0 0.0
C 3.172306 0.326852 3.732482 0.0 0.0 0.0
C 1.842402 0.682145 3.548411 0.0 0.0 0.1
H -1.668838 1.293342 -0.435776 0.0 0.0 0.0
H 0.025457 -1.326463 3.786751 0.0 0.0 0.0
H -1.266075 -3.241558 4.629878 0.0 0.0 0.0
H -3.668196 -3.462250 4.077458 0.0 0.0 0.0
H -4.776985 -1.738531 2.688194 0.0 0.0 0.0
H -3.492090 0.182074 1.841473 0.0 0.0 0.0
H -2.689391 1.987094 3.928131 0.0 0.0 0.0
H -3.459759 4.202898 4.678268 0.0 0.0 0.0
H -2.457872 6.253120 3.724754 0.0 0.0 0.0
H -0.679136 6.079076 2.016653 0.0 0.0 0.0
H 0.098618 3.867614 1.263386 0.0 0.0 0.0
H 1.810619 0.652382 0.148207 0.0 0.2 0.0
H 4.046380 -0.197821 0.503527 0.0 0.0 0.0
H 4.998764 -0.289556 2.791672 0.0 0.0 0.0
H 3.584680 0.287821 4.732364 0.0 0.0 0.0
H 1.228543 0.907577 4.414103 0.0 0.0 0.0
```
Positions in Å, forces in eV/Å.

Summary:
* Kohn-Sham gap (alpha / beta): 7.746 / 7.809 eV
* net charge: +1
* energy relative to the best compared isomer or geometry (same formula, charge and spin): 0.000 eV
* F_max: 0.01812 Eh/bohr

Computed Löwdin charges, given in elementary charges: 1.408 -0.010 -0.054 -0.082 -0.085 -0.084 -0.031 -0.358 -0.079 -0.210 -0.199 -0.069 -0.328 -0.065 -0.029 -0.092 -0.095 -0.059 -0.017 0.097 0.094 0.080 0.128 0.125 0.127 0.126 0.099 0.086 0.064 0.104 0.132 0.121 0.116 0.099 0.112 0.036 0.121 0.137 0.130 0.133 0.096 0.098 0.081 0.156 -1.204 0.131 0.180 -0.104 -0.394 0.939 -0.295 -0.099 -0.076 -0.085 -0.095 -0.121 -0.279 -0.104 -0.076 -0.078 -0.081 -0.108 -0.275 -0.180 -0.068 -0.053 -0.057 -0.098 0.019 0.097 0.110 0.107 0.105 0.106 0.095 0.107 0.107 0.105 0.083 0.027 0.113 0.114 0.111 0.112



Entry from the OMol25 dataset: C31H40BF5N6OS4SeSr as an isolated structure (the ωB97M-V functional and the def2-TZVPD basis).

Structure (XYZ):
```
90
Properties=species:S:1:pos:R:3:forces:R:3
Sr -1.569867 -1.852372 -0.156601 -0.2 0.8 0.4
F 0.779129 -1.886678 6.696107 0.0 0.0 0.0
C 0.159232 -1.424251 5.606345 0.0 0.0 -0.1
C 0.406693 -1.984076 4.365193 -0.1 0.1 0.1
F 1.276905 -2.992552 4.243840 0.0 0.0 0.0
C -0.251815 -1.486702 3.258586 -0.1 0.0 0.1
F 0.043983 -2.074915 2.070421 -0.1 -0.1 -0.2
C -1.168249 -0.436724 3.297565 -0.1 -0.1 -0.2
S -1.962072 0.187941 1.872967 0.0 0.2 0.4
C -1.384143 0.097858 4.569906 0.0 0.0 0.0
F -2.234374 1.113898 4.731781 0.0 0.0 0.0
C -0.742483 -0.376069 5.700065 0.0 -0.1 -0.1
F -0.986363 0.174006 6.892313 0.0 0.0 0.0
C -1.596653 -5.977612 -0.370166 0.0 0.0 0.0
N -2.467625 -5.180241 -1.204872 -0.1 -0.1 0.1
C -2.607114 -5.280063 -2.574106 0.0 0.0 -0.1
C -3.534667 -4.363348 -2.930678 0.1 0.0 0.0
N -3.968568 -3.714892 -1.798910 0.0 0.0 0.1
B -5.216291 -2.747168 -1.830199 0.0 0.0 0.0
N -4.961458 -1.386991 -1.107797 0.0 0.1 0.0
C -5.812108 -0.902160 -0.138109 0.0 0.0 0.1
C -5.425407 0.351232 0.182974 -0.1 0.0 0.0
N -4.325263 0.634558 -0.597026 0.1 0.0 0.0
C -3.567521 1.870328 -0.583404 0.0 0.0 0.0
C -4.053303 -0.432165 -1.385392 0.1 -0.1 -0.1
S -2.727175 -0.528547 -2.479039 -0.1 0.1 -0.1
C -3.318521 -4.229318 -0.736249 0.0 0.1 0.0
S -3.433199 -3.755463 0.908579 -0.2 -0.3 0.0
H -1.162297 -6.763057 -0.985405 0.0 0.0 0.0
H -2.166574 -6.415961 0.446170 0.0 0.0 0.0
H -0.807036 -5.358968 0.058363 0.0 0.0 0.0
H -2.048478 -5.992525 -3.154431 0.0 0.0 0.0
H -3.931745 -4.103145 -3.894658 0.0 0.0 0.0
H -6.125399 -3.275271 -1.244046 0.0 0.0 0.0
H -5.449243 -2.564334 -2.997019 0.0 0.0 0.0
H -6.602983 -1.514481 0.253153 0.0 0.0 0.0
H -5.795693 1.048453 0.912141 0.0 0.0 0.0
H -3.847124 2.428375 0.306304 0.0 0.0 0.0
H -3.778186 2.449375 -1.482528 0.0 0.0 0.0
H -2.502573 1.646659 -0.544832 0.0 0.0 0.0
C 1.813563 -2.347370 -3.160630 0.0 -0.1 0.0
S 1.642312 -3.197132 -1.599638 -0.1 0.1 0.1
C 1.612213 -4.883099 -2.200757 0.0 0.0 -0.1
O 0.210611 -2.943789 -1.184726 0.6 -0.4 -0.2
H 2.785728 -2.597996 -3.585679 0.0 0.0 0.0
H 1.763814 -1.280598 -2.945319 0.0 0.0 0.0
H 1.000711 -2.650439 -3.819664 0.0 0.0 0.0
H 2.557177 -5.108458 -2.693911 0.0 0.0 0.0
H 0.773284 -4.990875 -2.887923 0.0 0.0 0.0
H 1.484651 -5.533663 -1.338423 0.0 0.0 0.0
C 2.256772 1.874235 -4.102333 0.0 0.0 -0.1
C 2.725743 2.907988 -3.087327 0.1 0.0 0.0
C 1.650210 3.941071 -2.756405 0.0 0.0 -0.1
C 0.556627 3.403143 -1.843332 -0.1 0.0 0.1
N 1.049167 3.134403 -0.499850 0.1 0.0 0.0
C 1.251740 1.914066 0.050180 -0.3 0.0 0.3
Se 0.923663 0.298409 -0.743770 0.3 -0.3 -0.4
N 1.660475 2.096312 1.326807 -0.1 0.0 -0.1
C 1.894771 1.022993 2.288209 0.0 0.1 0.0
C 3.222585 0.303914 2.106130 -0.1 -0.1 0.1
C 4.467674 1.186321 2.154589 0.1 0.0 0.1
C 4.730953 1.990841 0.883092 0.0 0.1 -0.1
C 1.716940 3.453487 1.604491 0.0 0.0 0.0
C 2.065723 4.152567 2.750060 0.0 0.0 0.0
C 1.997427 5.534830 2.687306 0.0 0.0 0.0
C 1.597890 6.195580 1.523838 0.0 0.0 0.0
C 1.256762 5.498178 0.376874 0.0 0.0 0.0
C 1.329696 4.114461 0.439494 0.0 0.0 0.1
H 3.051737 1.166360 -4.343346 0.0 0.0 0.0
H 1.954551 2.355390 -5.035169 0.0 0.0 0.0
H 1.406345 1.302947 -3.725315 0.0 0.0 0.0
H 3.609023 3.424445 -3.470425 0.0 0.0 0.0
H 3.045882 2.407099 -2.168100 0.0 0.0 0.0
H 1.172023 4.280844 -3.680234 0.0 0.0 0.0
H 2.097472 4.828872 -2.302272 0.0 0.0 0.0
H 0.134822 2.469302 -2.214853 0.0 0.0 0.0
H -0.263484 4.117132 -1.739605 0.0 0.0 -0.1
H 1.057139 0.332784 2.201840 0.1 0.0 -0.1
H 1.838984 1.486454 3.274350 0.0 0.0 0.0
H 3.198161 -0.251371 1.165912 0.0 0.0 0.0
H 3.267515 -0.443139 2.904392 0.0 0.0 0.0
H 5.328951 0.538526 2.335574 0.0 0.0 0.0
H 4.420533 1.852961 3.022663 0.0 0.0 0.0
H 4.555938 1.377215 -0.004422 0.0 0.0 0.0
H 5.765049 2.335900 0.847530 0.0 0.0 0.0
H 4.097450 2.875085 0.798651 0.0 0.0 0.0
H 2.371812 3.648265 3.655669 0.0 0.0 0.0
H 2.256476 6.114894 3.562540 0.0 0.0 0.0
H 1.553295 7.276232 1.518541 0.0 0.0 0.0
H 0.947074 6.011789 -0.522611 0.0 0.0 0.0
```
Positions in Å, forces in eV/Å.

Summary:
* Kohn-Sham gap: 7.071 eV
* energy relative to the best compared isomer or geometry (same formula, charge and spin): 0.000 eV
* F_max: 0.01677 Eh/bohr

Computed Löwdin charges, given in elementary charges: 0.882 0.114 -0.147 -0.153 0.113 -0.260 -0.012 -0.582 0.540 -0.248 0.082 -0.147 0.118 -0.046 -0.133 -0.054 -0.065 -0.014 -0.444 -0.017 -0.062 -0.046 -0.133 -0.070 -0.789 0.519 -0.802 0.561 0.092 0.085 0.074 0.114 0.120 0.076 0.074 0.119 0.123 0.090 0.094 0.035 -0.244 0.865 -0.243 -0.780 0.066 -0.007 0.074 0.062 0.060 0.051 -0.113 -0.254 -0.180 -0.147 -0.010 -0.644 0.712 -0.003 -0.140 -0.187 -0.240 -0.096 -0.156 0.001 -0.079 -0.081 -0.004 -0.144 0.070 0.075 0.041 0.107 0.087 0.119 0.103 0.082 0.131 0.071 0.130 0.085 0.116 0.104 0.105 0.072 0.072 0.058 0.111 0.105 0.104 0.111



Entry from the OMol25 dataset: C31H40CrO3S4Se as an isolated structure (the ωB97M-V functional and the def2-TZVPD basis).

Structure (XYZ):
```
80
Properties=species:S:1:pos:R:3:forces:R:3
Cr -0.050336 2.443124 -1.450853 -1.3 1.5 2.1
C 4.319027 -2.124132 2.751261 -0.1 0.0 -0.2
C 3.775666 -2.318399 1.333027 0.1 -0.1 0.1
C 4.894534 -2.894559 0.452192 -0.1 0.1 0.2
C 2.620790 -3.328473 1.406563 0.1 0.1 0.0
C 3.273889 -1.007438 0.736048 0.0 0.0 -0.1
C 2.571600 -1.016500 -0.459841 0.0 0.1 0.1
C 2.043399 0.153100 -0.967247 -0.2 0.3 -0.3
Se 1.076746 0.128587 -2.647389 0.0 -0.3 0.3
C -0.669676 -0.522625 -2.109151 0.2 0.3 -0.1
C -0.847345 -1.862378 -1.838513 -0.1 0.0 0.1
C -2.089605 -2.339958 -1.449451 0.1 0.0 0.0
C -3.141042 -1.425996 -1.441560 0.1 0.0 0.0
C -3.005571 -0.078274 -1.743684 0.1 0.4 -0.1
C -1.717126 0.418418 -2.055960 0.1 -1.7 0.3
O -1.437768 1.675605 -2.294186 -0.6 0.7 -1.1
C -4.200715 0.867991 -1.748621 -0.2 0.2 0.0
C -5.506953 0.192173 -1.313568 0.3 0.1 -0.1
C -4.368519 1.400082 -3.179114 0.1 0.0 0.1
C -3.956708 2.034880 -0.784147 0.0 0.1 -0.1
C -2.248266 -3.804217 -1.054101 0.0 -0.1 0.0
C -3.625863 -4.080466 -0.446394 0.2 0.1 -0.1
C -2.065233 -4.699161 -2.288684 -0.1 0.1 0.2
C -1.187684 -4.167817 -0.004553 -0.2 0.0 -0.1
C 2.217127 1.408457 -0.346730 0.5 -1.7 0.4
O 1.657782 2.454885 -0.893678 0.8 1.2 -0.4
C 3.002494 1.432674 0.832712 -0.2 0.4 -0.2
C 3.486089 0.235151 1.332881 0.0 -0.2 -0.1
C 3.285249 2.764136 1.519407 0.0 0.2 0.1
C 4.079543 3.642409 0.543046 -0.1 0.0 0.0
C 4.089351 2.612622 2.815431 -0.1 0.0 -0.3
C 1.964818 3.453971 1.882281 0.0 0.1 -0.1
H 4.595438 -3.084315 3.183480 0.0 -0.1 0.0
H 5.204004 -1.493886 2.745899 0.1 0.1 0.1
H 3.563130 -1.669138 3.386693 0.0 0.1 0.1
H 5.278195 -3.816508 0.885991 0.1 -0.2 0.0
H 4.530293 -3.112839 -0.547865 0.0 0.0 -0.2
H 5.714555 -2.185351 0.367594 0.1 0.1 0.0
H 2.944791 -4.241282 1.903848 0.1 -0.1 0.1
H 1.785309 -2.909907 1.961666 -0.1 0.0 0.1
H 2.266457 -3.599530 0.417631 -0.1 0.0 -0.2
H 2.406004 -1.929135 -1.008586 0.0 -0.2 -0.1
H 0.009921 -2.515043 -1.916039 0.1 -0.1 0.0
H -4.121771 -1.775314 -1.172935 -0.1 0.0 0.0
H -5.781509 -0.629274 -1.973411 -0.1 -0.1 0.0
H -5.428602 -0.172130 -0.291107 0.0 -0.1 0.1
H -6.309596 0.927487 -1.341493 0.0 0.1 0.0
H -4.616794 0.588108 -3.861589 -0.1 -0.1 -0.1
H -5.159897 2.148413 -3.214395 -0.1 0.0 0.0
H -3.444712 1.864304 -3.516527 0.0 0.1 0.0
H -3.691098 1.653659 0.201155 0.0 0.1 0.0
H -3.150821 2.674004 -1.144536 -0.1 0.0 0.2
H -4.858551 2.641005 -0.691628 -0.1 0.0 -0.1
H -4.411711 -3.932500 -1.182224 -0.2 0.0 -0.1
H -3.683106 -5.110210 -0.097996 0.0 -0.1 0.0
H -3.804292 -3.422871 0.401193 -0.1 0.1 0.1
H -2.794489 -4.444498 -3.054246 -0.1 0.0 -0.1
H -1.071932 -4.580864 -2.712995 0.1 0.0 -0.1
H -2.199747 -5.744843 -2.016998 0.0 -0.2 0.0
H -1.254290 -3.498684 0.849331 0.0 0.1 0.1
H -1.330845 -5.189241 0.343238 0.0 -0.2 0.0
H -0.184644 -4.094820 -0.410909 0.2 0.0 0.0
H 4.053781 0.273627 2.244296 0.1 0.0 0.2
H 5.055636 3.203465 0.340439 0.1 0.0 0.0
H 3.542984 3.738192 -0.398121 0.0 0.1 0.0
H 4.218221 4.639218 0.959759 0.1 0.1 0.1
H 5.060440 2.152446 2.640570 0.1 -0.1 0.0
H 4.258120 3.599661 3.242788 0.0 0.1 0.0
H 3.534339 2.027343 3.545846 0.0 -0.1 0.1
H 1.452109 3.799802 0.985070 -0.1 0.0 0.2
H 1.314227 2.760947 2.414813 -0.1 0.1 0.0
H 2.151544 4.315954 2.523535 0.1 0.1 0.0
O -2.903524 6.637914 3.204304 -0.2 0.3 0.3
C -2.421824 5.890054 2.395637 0.1 -0.3 -0.2
S -1.914496 6.372902 0.784154 0.1 -0.1 -0.2
C -1.342094 4.793964 0.233417 -0.3 -0.1 0.8
C -1.448951 3.771829 1.116248 -0.1 0.7 -0.2
S -0.993571 2.124644 0.881432 0.6 -0.3 -1.4
S -2.137304 4.173483 2.687438 0.0 -0.1 0.0
S -0.719019 4.731887 -1.381289 0.5 -1.2 -0.4
```
Positions in Å, forces in eV/Å.

Summary:
* Kohn-Sham gap (alpha / beta): 6.243 / 6.258 eV
* net charge: -1
* F_max: 0.05673 Eh/bohr
* multiplicity: 2

Computed Löwdin charges, given in elementary charges: 0.457 -0.067 -0.554 -0.047 -0.052 -0.171 -0.070 -0.386 1.177 -0.387 -0.069 -0.171 0.034 -0.080 -0.384 -0.299 -0.527 -0.069 -0.034 -0.056 -0.554 -0.066 -0.046 -0.050 -0.377 -0.295 -0.080 0.033 -0.527 -0.034 -0.069 -0.056 0.080 0.080 0.089 0.078 0.077 0.086 0.080 0.092 0.063 0.096 0.097 0.084 0.078 0.087 0.081 0.084 0.084 0.079 0.065 0.059 0.088 0.081 0.080 0.090 0.086 0.077 0.079 0.093 0.080 0.061 0.083 0.084 0.079 0.084 0.079 0.081 0.087 0.062 0.068 0.088 -0.093 -1.062 0.934 -1.143 -1.141 0.637 0.940 0.576



Question: Number 2 is which compound?
Answer: C31H40BF5N6OS4SeSr



Question: Which of these has the lowest F_max?
Answer: C31H40BF5N6OS4SeSr